No. 1
{"formula": "C24H72N6O12", "method": "wB97M-V/def2-TZVPD", "symbols": ["C", "O", "H", "H", "H", "H", "C", "O", "H", "H", "H", "H", "C", "O", "H", "H", "H", "H", "C", "O", "N", "N", "H", "H", "H", "H", "C", "O", "N", "N", "H", "H", "H", "H", "C", "O", "N", "N", "H", "H", "H", "H", "C", "C", "C", "O", "H", "H", "H", "H", "H", "H", "H", "H", "C", "C", "C", "O", "H", "H", "H", "H", "H", "H", "H", "H", "C", "C", "C", "O", "H", "H", "H", "H", "H", "H", "H", "H", "C", "C", "C", "O", "H", "H", "H", "H", "H", "H", "H", "H", "C", "C", "C", "O", "H", "H", "H", "H", "H", "H", "H", "H", "C", "C", "C", "O", "H", "H", "H", "H", "H", "H", "H", "H"], "positions_angstrom": [[3.821, -2.377, 0.019], [3.608, -1.519, 1.144], [4.803, -2.131, -0.397], [3.158, -2.432, -0.742], [3.924, -3.413, 0.424], [4.282, -1.745, 1.732], [3.313, 0.843, 3.039], [2.415, 1.911, 3.068], [3.944, 0.809, 3.873], [3.960, 1.027, 2.169], [2.708, -0.004, 2.899], [2.946, 2.728, 2.958], [0.503, -2.731, 2.344], [-0.204, -2.832, 1.218], [1.379, -2.150, 2.184], [0.897, -3.678, 2.746], [-0.095, -2.281, 3.170], [-0.145, -1.997, 0.776], [0.236, 0.140, 0.365], [0.319, 0.504, 1.654], [-0.647, 0.448, -0.499], [1.159, -0.724, -0.013], [-1.285, 1.244, -0.223], [-0.568, 0.297, -1.552], [1.971, -1.023, 0.626], [1.244, -1.181, -0.925], [-2.529, 3.363, 3.785], [-3.785, 2.857, 3.995], [-1.981, 3.506, 4.915], [-1.488, 2.621, 3.465], [-2.800, 3.798, 5.558], [-1.570, 4.457, 4.902], [-1.789, 2.010, 2.632], [-0.931, 3.351, 2.931], [0.858, 0.203, 5.186], [0.560, -1.081, 5.102], [0.335, 0.930, 6.128], [0.366, 1.043, 4.322], [1.239, 1.161, 6.775], [0.080, 0.225, 6.882], [1.272, 1.485, 3.952], [0.231, 0.643, 3.407], [-0.753, 0.097, -5.485], [-0.265, 0.702, -4.185], [-0.631, 2.143, -4.114], [-0.745, 0.189, -3.179], [-1.669, 0.613, -5.680], [-0.867, -0.954, -5.473], [-0.096, 0.259, -6.332], [0.805, 0.576, -4.218], [-0.112, 2.784, -4.876], [-0.354, 2.500, -3.062], [-1.701, 2.281, -4.207], [-1.056, -0.714, -3.252], [-4.469, -0.710, 2.998], [-3.132, -1.033, 2.405], [-3.199, -1.343, 0.946], [-2.259, -0.204, 2.656], [-5.274, -1.412, 2.775], [-4.766, 0.208, 2.467], [-4.435, -0.654, 4.044], [-2.979, -2.022, 2.894], [-2.482, -2.085, 0.731], [-3.075, -0.527, 0.271], [-4.089, -1.849, 0.478], [-1.438, -0.573, 2.312], [-3.112, 2.303, -1.540], [-2.995, 2.866, -0.161], [-4.088, 2.222, 0.694], [-1.929, 2.570, 0.351], [-2.250, 2.562, -2.162], [-4.031, 2.628, -1.984], [-3.070, 1.223, -1.526], [-3.011, 3.980, -0.147], [-3.769, 1.896, 1.697], [-4.432, 1.271, 0.363], [-4.946, 2.907, 0.660], [-1.180, 3.030, 0.046], [2.700, -0.585, -2.905], [1.903, -1.821, -3.214], [2.688, -3.021, -3.717], [1.283, -2.286, -2.247], [2.023, 0.148, -2.358], [3.060, -0.136, -3.800], [3.476, -0.767, -2.160], [1.290, -1.631, -4.128], [3.502, -2.705, -4.346], [2.037, -3.642, -4.315], [3.223, -3.662, -3.031], [0.462, -2.512, -2.629], [-0.922, -4.575, -2.779], [-1.747, -3.323, -3.153], [-2.045, -2.595, -1.862], [-1.061, -2.553, -3.858], [0.143, -4.441, -2.419], [-0.831, -5.237, -3.598], [-1.583, -5.044, -2.025], [-2.706, -3.524, -3.655], [-2.835, -3.108, -1.298], [-2.421, -1.580, -2.029], [-1.170, -2.429, -1.274], [-0.726, -2.932, -4.697], [2.343, 2.313, -0.333], [3.846, 2.033, -0.459], [4.570, 3.055, 0.316], [4.107, 0.861, -0.182], [1.789, 1.795, -1.075], [2.119, 3.406, -0.421], [1.925, 1.971, 0.609], [4.108, 2.177, -1.533], [4.327, 4.059, 0.036], [5.562, 2.944, 0.251], [4.302, 3.102, 1.383], [3.398, 0.217, -0.292]], "charge": 0, "largest_force_ev_per_a": 18.1, "homo_lumo_gap_ev": 6.948, "spin_multiplicity": 1, "e_tot_ha": -2188.24452, "homo_ev": -7.02, "de_lowest_kcal_mol": 559.1}


No. 2
{"formula": "C24H72N6O9", "method": "wB97M-V/def2-TZVPD", "symbols": ["C", "O", "C", "C", "C", "N", "H", "H", "H", "H", "H", "H", "H", "H", "H", "H", "H", "C", "O", "C", "C", "C", "N", "H", "H", "H", "H", "H", "H", "H", "H", "H", "H", "H", "C", "O", "C", "C", "C", "N", "H", "H", "H", "H", "H", "H", "H", "H", "H", "H", "H", "C", "O", "C", "C", "C", "N", "H", "H", "H", "H", "H", "H", "H", "H", "H", "H", "H", "C", "O", "C", "C", "C", "N", "H", "H", "H", "H", "H", "H", "H", "H", "H", "H", "H", "C", "O", "C", "C", "C", "N", "H", "H", "H", "H", "H", "H", "H", "H", "H", "H", "H", "O", "H", "H", "O", "H", "H", "O", "H", "H"], "positions_angstrom": [[-3.029, 3.635, -5.681], [-2.090, 3.050, -4.818], [-1.811, 3.931, -3.739], [-0.729, 3.292, -2.889], [-0.630, 3.695, -1.431], [0.596, 3.135, -3.480], [-2.639, 4.528, -6.180], [-3.966, 3.894, -5.177], [-3.257, 2.925, -6.476], [-1.446, 4.903, -4.105], [-2.737, 4.061, -3.166], [-1.144, 2.274, -2.823], [0.067, 3.054, -0.893], [-1.596, 3.624, -0.926], [-0.294, 4.728, -1.289], [0.650, 3.535, -4.415], [1.291, 3.705, -3.003], [3.470, -1.510, 1.146], [2.596, -0.501, 0.670], [2.228, -0.715, -0.678], [1.054, 0.180, -1.018], [-0.129, -0.012, -0.051], [0.483, -0.168, -2.340], [3.880, -1.186, 2.100], [4.274, -1.655, 0.418], [2.976, -2.470, 1.340], [3.052, -0.431, -1.354], [2.018, -1.778, -0.831], [1.320, 1.236, -0.885], [-0.668, -0.939, -0.210], [-0.789, 0.850, -0.219], [0.139, 0.142, 0.998], [-0.131, 0.627, -2.503], [1.218, -0.112, -3.044], [1.143, 5.910, 1.678], [1.494, 4.697, 2.286], [2.383, 3.938, 1.468], [2.772, 2.693, 2.239], [3.176, 2.971, 3.684], [3.928, 2.030, 1.573], [0.502, 5.708, 0.805], [2.015, 6.474, 1.325], [0.540, 6.553, 2.317], [1.928, 3.677, 0.505], [3.227, 4.624, 1.303], [1.953, 1.970, 2.251], [3.453, 2.107, 4.288], [2.323, 3.464, 4.151], [4.066, 3.607, 3.716], [4.490, 2.732, 1.109], [3.579, 1.309, 0.948], [0.909, -7.658, -1.278], [0.984, -6.357, -0.758], [0.219, -5.426, -1.521], [0.584, -4.005, -1.141], [0.045, -3.560, 0.219], [0.090, -3.141, -2.217], [-0.046, -8.124, -1.013], [1.748, -8.201, -0.842], [1.053, -7.754, -2.362], [0.619, -5.520, -2.538], [-0.855, -5.638, -1.492], [1.674, -3.930, -1.073], [0.195, -2.500, 0.405], [0.466, -4.198, 1.004], [-1.020, -3.816, 0.299], [-0.928, -3.226, -2.197], [0.199, -2.144, -1.993], [0.508, -3.918, 5.174], [0.252, -2.552, 5.012], [0.021, -2.161, 3.668], [-0.523, -0.766, 3.504], [0.470, 0.279, 4.012], [-1.786, -0.526, 4.241], [-0.148, -4.567, 4.580], [0.389, -4.168, 6.225], [1.537, -4.130, 4.852], [1.023, -2.208, 3.216], [-0.693, -2.869, 3.229], [-0.712, -0.547, 2.452], [0.091, 1.302, 3.956], [1.319, 0.338, 3.315], [0.791, 0.116, 5.039], [-2.602, -0.844, 3.716], [-1.799, -1.203, 5.007], [-3.260, 0.583, -2.354], [-3.366, -0.293, -1.263], [-4.324, 0.149, -0.332], [-4.473, -0.857, 0.795], [-5.549, -0.407, 1.770], [-3.198, -1.086, 1.540], [-4.170, 0.820, -2.918], [-2.559, 0.088, -3.028], [-2.812, 1.557, -2.122], [-4.130, 1.130, 0.131], [-5.292, 0.245, -0.847], [-4.789, -1.824, 0.393], [-5.291, 0.555, 2.231], [-5.773, -1.119, 2.558], [-6.457, -0.157, 1.211], [-2.549, -1.127, 0.749], [-2.956, -0.210, 2.003], [2.251, -0.674, -5.243], [3.143, -1.034, -5.275], [1.676, -1.448, -5.215], [-1.389, -0.662, -5.205], [-0.840, -0.116, -4.631], [-2.019, -0.046, -5.592], [5.510, 0.201, 3.287], [4.939, 0.875, 2.870], [6.406, 0.489, 3.095]], "charge": 0, "largest_force_ev_per_a": 2.0, "smiles": "COC[C@H](C)N.COC[C@H](C)N.COC[C@H](C)N.COC[C@H](C)N.COC[C@H](C)N.COC[C@H](C)N.O.O.O", "homo_lumo_gap_ev": 9.325, "spin_multiplicity": 1, "e_tot_ha": -1963.16425, "homo_ev": -8.89, "de_lowest_kcal_mol": 23.7}